{
  "formula": "C15H44BrN3O5P3S",
  "method": "the ωB97M-V functional and the def2-TZVPD basis",
  "energy_ha": -5134.3396,
  "orbital_gap_ev": 6.8556,
  "e_homo_ha": -0.4003,
  "total_charge": 1,
  "e_lumo_ha": -0.148,
  "largest_force_ev_per_a": 2.02,
  "species": ["H", "H", "H", "H", "H", "O", "H", "H", "C", "C", "H", "N", "C", "C", "H", "H", "Br", "H", "C", "H", "H", "H", "C", "H", "O", "C", "C", "H", "C", "H", "H", "H", "H", "H", "H", "H", "H", "H", "H", "H", "H", "H", "C", "C", "H", "H", "H", "O", "S", "C", "H", "H", "H", "P", "H", "H", "H", "N", "H", "H", "N", "H", "P", "O", "P", "C", "H", "C", "O", "H", "H", "C"],
  "xyz": [[1.1912, 7.1716, -1.7966], [-4.0228, -5.3555, 3.0766], [4.0586, 1.1450, -1.6814], [3.5922, 0.9083, 1.9261], [-1.1140, -2.3449, -0.8629], [1.4421, -2.0575, -0.6594], [-0.5290, -2.9806, -2.3769], [-2.7336, -6.1437, 5.1386], [-1.3482, 5.1226, -0.8337], [1.3416, -1.2097, -1.7874], [1.8671, -0.3053, -1.5406], [-1.1339, 3.6846, -1.0572], [4.8090, 0.7006, 0.1365], [0.0740, -5.0349, 3.7806], [-1.7483, 6.8692, -2.0606], [2.5782, 6.0792, -1.9553], [-4.3642, -3.9353, -0.5648], [-0.1176, -0.6470, -3.2210], [-0.1227, 5.7497, -0.1521], [3.6676, 3.6603, 1.2142], [-2.2495, -4.4608, 5.3817], [5.4931, 2.3739, 1.3625], [3.6082, 3.6195, 0.1227], [-0.9688, 3.2374, -0.1591], [4.7951, 3.0999, -0.4498], [-0.1118, -0.8842, -2.1666], [-1.9590, -5.4862, 2.6010], [-5.1423, -0.7402, -1.6943], [-2.9949, -5.1072, 4.9201], [-2.7507, 5.4686, -2.4348], [3.4631, 4.6272, -0.2550], [2.7399, 3.0282, -0.1771], [5.5246, -0.0230, 0.5362], [1.8579, -1.6430, -2.6355], [-0.0046, -6.0781, 4.0965], [-0.2025, 6.8406, -0.0732], [3.2509, -0.5381, 0.9763], [1.4994, -2.9799, -0.9371], [-3.4045, -3.2806, 2.1841], [-0.1788, -4.3794, 4.6163], [-1.7994, -6.5370, 2.8742], [-4.6035, -4.8874, -4.1003], [1.4915, 6.1250, -1.8876], [3.5062, 0.5198, 0.9104], [5.4605, 0.3755, -1.7719], [-0.2463, 3.5982, -1.5457], [1.0821, 5.7048, -2.8085], [-0.7417, -4.7728, 2.6492], [-3.1624, 1.2512, -1.6324], [5.4379, 2.0924, 0.3032], [1.1051, -4.8338, 3.4947], [2.6707, 1.0243, 0.4246], [-2.5984, -1.4941, -3.9673], [-3.7786, -0.5690, -1.4007], [6.4634, 2.0572, -0.0723], [-3.9473, -4.8926, 5.4017], [-1.0807, 5.5053, -2.9645], [4.5751, 0.3689, -1.2744], [-2.2548, -5.4723, 1.5465], [-3.5424, -1.0944, -0.1236], [-3.2380, -3.4298, 3.1740], [-0.0756, 5.3601, 0.8682], [-2.6292, -1.9947, -2.6606], [1.1007, 5.3707, -0.7515], [-3.4010, -4.0889, -2.5671], [-1.7473, 5.7820, -2.1489], [-0.4807, -0.0468, -1.5982], [-0.9738, -2.1097, -1.9092], [-4.6218, -4.0455, -3.6089], [-2.3282, -3.0063, 3.3374], [-2.1911, 5.2385, -0.1466], [-3.1030, -4.8702, 3.4185]]
}

***

{
  "formula": "C6H9N3",
  "method": "the ωB97M-V functional and the def2-TZVPD basis",
  "energy_ha": -398.0154,
  "orbital_gap_ev": [7.0509, 8.1077],
  "de_lowest_kcal_mol": 163.2,
  "e_homo_ha": [-0.2735, -0.2964],
  "e_lumo_ha": [-0.014, 0.002],
  "largest_force_ev_per_a": 5.35,
  "species": ["C", "H", "H", "C", "H", "H", "N", "H", "N", "C", "H", "C", "N", "H", "H", "C", "H", "C"],
  "xyz": [[-2.9204, 0.2955, 0.5550], [-0.1292, -2.1919, -0.1024], [1.3952, -2.5120, -0.7322], [1.2216, -0.4391, -0.1862], [-3.0173, 0.8463, 1.4017], [-3.7922, 0.6627, -0.2327], [-1.6578, 0.2811, -0.1188], [0.3696, -1.7482, -1.8376], [-0.9927, 1.3251, -0.0847], [2.0414, -0.1570, 0.9137], [2.2879, 1.9665, 1.1755], [1.3244, 0.9606, -0.7382], [0.0742, 1.6472, -0.5522], [2.3401, -0.8572, 1.6792], [-3.0955, -0.7020, 0.7342], [0.6312, -1.6572, -0.7362], [1.6726, 1.1087, -1.6693], [2.2470, 1.1710, 0.5311]]
}